1.
Below is the ion C5H10N with charge +1 at a distorted geometry, with properties calculated with ωB97M-V/def2-TZVPD.

The total energy is -250.8837 a.u. Its charge is +1. For the frontier orbital gap, the calculation gives 0.3391 hartree. The spin multiplicity is 1. The value obtained for the HOMO energy is -14.02 eV. Its LUMO energy is -0.1763 Ha. For the energy above the lowest of the compared OMol25 structures with the same formula, charge and spin, the calculation gives 76.3 kcal per mole. The structure (SMILES) is C[NH+]=C=C(C)C.

Last column: Mulliken charge in e.
Element x y z (Å)
C -0.37274 0.56883 2.63759  -0.75
N -0.00530 -0.57371 1.82555  -0.17
C 0.14055 -0.46702 0.47196  -0.19
C 0.21094 -0.28080 -1.03847  1.06
C -0.96986 -0.47457 -1.85017  -1.18
C 1.44674 0.25864 -1.55100  -1.17
H -1.47687 0.73271 2.47336  0.33
H -0.00640 0.38834 3.62068  0.32
H -0.00405 1.53692 2.25739  0.31
H -0.23503 -1.43210 2.31740  0.32
H -1.75640 0.26172 -1.80468  0.33
H -1.45890 -1.38561 -1.48301  0.37
H -0.70997 -0.61609 -2.91277  0.35
H 1.14141 1.31887 -1.54389  0.33
H 1.83012 0.02334 -2.61897  0.37
H 2.22576 0.14052 -0.80097  0.36


2.
Below is the ion C5H10N with charge +1 at a distorted geometry, with properties calculated with ωB97M-V/def2-TZVPD.

The total energy is -250.8980 a.u. Its charge is +1. For the frontier orbital gap, the calculation gives 0.3409 hartree. The spin multiplicity is 1. The value obtained for the HOMO energy is -13.20 eV. Its LUMO energy is -0.1442 Ha. For the energy above the lowest of the compared OMol25 structures with the same formula, charge and spin, the calculation gives 67.4 kcal per mole. The structure (SMILES) is C=C[C@@H]1C[C@H]1[NH3+].

Last column: Mulliken charge in e.
Element x y z (Å)
C 2.86670 -0.48477 0.15253  -0.88
C 1.70460 0.11403 0.38874  -0.44
C 0.26302 -0.12135 -0.01715  0.30
C -0.50035 1.11572 -0.57855  -0.60
C -1.16048 0.23702 0.49577  -0.09
N -2.25693 -0.68508 0.07931  -0.31
H 3.78816 -0.03711 0.39713  0.29
H 2.94736 -1.24240 -0.52026  0.32
H 1.87225 0.87018 1.16329  0.22
H 0.18960 -1.14693 -0.59825  0.11
H -0.11694 2.05964 -0.24045  0.28
H -0.90632 1.15641 -1.65984  0.26
H -1.17347 0.76988 1.46776  0.35
H -2.62326 -0.15448 -0.77421  0.41
H -3.10738 -0.95365 0.70185  0.38
H -1.78657 -1.49710 -0.45769  0.39


3.
Below is a cluster of 2 separate species, C5H10N2 in total, with properties calculated with ωB97M-V/def2-TZVPD.

The total energy is -305.8318 a.u. For the frontier orbital gap, the calculation gives 0.3435 hartree. The spin multiplicity is 1. The value obtained for the HOMO energy is -8.49 eV. Its LUMO energy is 0.0314 Ha. For the energy above the lowest of the compared OMol25 structures with the same formula, charge and spin, the calculation gives 120.5 kcal per mole.

Last column: Mulliken charge in e.
Element x y z (Å)
C -0.22107 -0.03446 -1.99107  -0.95
N -0.83661 0.21230 -0.71161  -0.22
C -1.80907 1.93040 0.52747  -0.54
N -1.44759 1.47859 -0.61985  -0.04
H -1.48564 -0.51690 -0.44120  0.27
H -1.52309 1.93966 -1.54202  0.26
H -2.24797 2.93467 0.39807  0.15
H 0.22268 -1.02637 -1.96468  0.33
H 0.57627 0.69430 -2.14491  0.33
H -0.92220 0.01990 -2.84001  0.31
C 1.20087 -0.18865 1.86011  -0.74
C 1.47170 -1.55574 1.48124  -0.15
C 1.71067 -2.69083 1.18687  -0.02
H 2.07573 0.43007 1.66331  0.27
H 0.35333 0.19829 1.29498  0.04
H 0.96978 -0.14069 2.92468  0.30
H 1.91220 -3.68455 0.91862  0.40


4.
Below is an isolated molecule of C5H10N2 at a distorted geometry, with properties calculated with ωB97M-V/def2-TZVPD.

The total energy is -305.9577 a.u. For the frontier orbital gap, the calculation gives 0.3662 hartree. The spin multiplicity is 1. The value obtained for the HOMO energy is -9.04 eV. Its LUMO energy is 0.0342 Ha. For the energy above the lowest of the compared OMol25 structures with the same formula, charge and spin, the calculation gives 41.5 kcal per mole. The structure (SMILES) is [H]/N=C(\C)NC(=C)C.

Last column: Mulliken charge in e.
Element x y z (Å)
H 1.31180 -0.76498 -2.46809  0.26
N 0.56204 -0.52352 -1.82080  -0.71
C 0.95664 -0.13410 -0.68482  0.59
C 2.67009 0.06047 -0.37756  -1.13
N 0.36879 0.39374 0.38499  -0.33
C -1.23948 0.30689 0.42562  0.53
C -1.95990 1.16156 -0.30073  -0.83
C -1.85156 -0.75261 1.28901  -1.14
H 3.16707 0.00414 -1.34546  0.38
H 2.94790 -0.76736 0.27575  0.28
H 2.90487 1.02405 0.07426  0.30
H 0.72175 0.10919 1.29000  0.32
H -3.04364 1.21041 -0.21985  0.27
H -1.49266 1.77456 -1.06595  0.27
H -2.93848 -0.63355 1.37781  0.36
H -1.65075 -1.74220 0.86524  0.28
H -1.43447 -0.72670 2.30058  0.29


5.
Below is an isolated molecule of C5H10N2 at a distorted geometry, with properties calculated with ωB97M-V/def2-TZVPD.

The total energy is -305.9374 a.u. For the frontier orbital gap, the calculation gives 0.3906 hartree. The spin multiplicity is 1. The value obtained for the HOMO energy is -9.41 eV. Its LUMO energy is 0.0448 Ha. For the energy above the lowest of the compared OMol25 structures with the same formula, charge and spin, the calculation gives 54.2 kcal per mole. The structure (SMILES) is C[C@H]1N[C@H]1[C@H]1CN1.

Last column: Mulliken charge in e.
Element x y z (Å)
C 0.68944 -0.91028 -1.75263  -1.30
C 0.29191 0.51795 -1.46127  0.06
N -1.03433 0.85185 -0.92279  -0.68
C 0.15050 1.03917 -0.08010  -0.23
C 0.39392 0.22061 1.14440  0.03
C -0.54431 0.21486 2.26622  -0.35
N -0.38738 -1.01781 1.49981  -0.62
H 0.17768 -1.28300 -2.64800  0.33
H 0.46040 -1.58189 -0.91914  0.37
H 1.76769 -0.97427 -1.93907  0.30
H 0.61567 1.22861 -2.22190  0.38
H -1.52923 -0.00535 -0.67531  0.26
H 0.38756 2.08916 0.08600  0.39
H 1.37180 -0.20066 1.37879  0.36
H -0.20411 0.16933 3.29576  0.26
H -1.46045 0.77665 2.11125  0.23
H -1.14676 -1.13492 0.83799  0.23


6.
Below is a cluster of 2 separate species, C5H10N2 in total at a distorted geometry, with properties calculated with ωB97M-V/def2-TZVPD.

The total energy is -305.8583 a.u. For the frontier orbital gap, the calculation gives 0.3282 hartree. The spin multiplicity is 1. The value obtained for the HOMO energy is -7.93 eV. Its LUMO energy is 0.0367 Ha. For the energy above the lowest of the compared OMol25 structures with the same formula, charge and spin, the calculation gives 103.9 kcal per mole.

Last column: Mulliken charge in e.
Element x y z (Å)
C 1.30567 0.67465 0.10044  -0.20
C -1.96620 -0.66025 -0.30609  0.64
C 2.61258 1.18445 0.78551  -0.94
C -2.89770 0.27627 0.01626  -1.15
C -0.20056 -2.14305 -1.11173  -0.72
N 0.23599 1.03581 0.72162  -0.19
N -1.39455 -1.69315 -0.46476  -0.26
H 3.31750 0.39409 0.47722  0.25
H 2.35717 1.31699 1.83637  0.31
H 2.84926 2.20427 0.49125  0.29
H -0.74878 0.71717 0.37897  0.19
H -3.63753 0.55285 -0.70162  0.23
H -2.79981 0.70411 0.93117  0.40
H 0.49547 -1.42095 -1.51229  0.32
H -0.57161 -2.90815 -1.84958  0.32
H 0.29939 -2.85259 -0.42995  0.28
H 0.09468 1.66816 1.57860  0.24


7.
Below is an isolated molecule of C5H10N2 at a distorted geometry, with properties calculated with ωB97M-V/def2-TZVPD.

The total energy is -305.9924 a.u. For the frontier orbital gap, the calculation gives 0.3713 hartree. The spin multiplicity is 1. The value obtained for the HOMO energy is -9.58 eV. Its LUMO energy is 0.0192 Ha. For the energy above the lowest of the compared OMol25 structures with the same formula, charge and spin, the calculation gives 19.7 kcal per mole. The structure (SMILES) is [H]/N=C/C(=N/[H])C(C)C.

Last column: Mulliken charge in e.
Element x y z (Å)
H -1.82231 1.79746 -2.37830  0.24
N -1.40318 1.30015 -1.60423  -0.52
C -0.44568 0.52991 -1.91070  -0.18
C 0.20149 -0.36604 -0.95007  0.35
N 0.77220 -1.41531 -1.32910  -0.75
H 1.24683 -1.96097 -0.60323  0.26
C 0.19361 0.28887 0.47658  0.66
C -1.10591 -0.15473 1.15089  -1.34
C 1.41680 -0.14880 1.27662  -1.71
H -0.12340 0.31278 -2.93670  0.42
H 0.18837 1.37645 0.39899  0.35
H -1.96156 0.28711 0.64860  0.36
H -1.11586 0.14782 2.19491  0.39
H -1.20653 -1.24008 1.11591  0.30
H 1.39601 -1.21891 1.48054  0.35
H 2.32952 0.09414 0.73660  0.37
H 1.43960 0.37013 2.23269  0.43


8.
Below is a cluster of 2 separate species, C5H10N2 in total, with properties calculated with ωB97M-V/def2-TZVPD.

The total energy is -305.9276 a.u. For the frontier orbital gap, the calculation gives 0.3677 hartree. The spin multiplicity is 1. The value obtained for the HOMO energy is -9.30 eV. Its LUMO energy is 0.0259 Ha. For the energy above the lowest of the compared OMol25 structures with the same formula, charge and spin, the calculation gives 60.4 kcal per mole. The structure (SMILES) is C=CN=C.C=NC.

Last column: Mulliken charge in e.
Element x y z (Å)
C 0.84011 1.01152 -1.57836  -0.79
C 0.37127 2.06898 -0.91750  0.14
N -0.94899 2.51281 -0.81737  -0.46
C -1.73419 2.39455 -1.80336  -0.34
H 0.21784 0.37330 -2.19293  0.26
H 1.89708 0.79692 -1.52928  0.27
H 1.06889 2.70820 -0.38398  0.35
H -2.77686 2.64327 -1.62740  0.27
H -1.40690 2.10064 -2.80359  0.29
C -0.01032 -3.37929 2.28169  -0.22
N 0.43925 -2.84311 1.23395  -0.38
C 0.85074 -1.45431 1.36507  -0.58
H -0.39237 -4.38940 2.22846  0.26
H 0.01417 -2.81524 3.22047  0.21
H 1.71001 -1.24152 0.72667  0.16
H 1.10220 -1.24928 2.41009  0.35
H 0.09079 -0.78933 0.95492  0.21


Copy entry 5 word for word.
Below is an isolated molecule of C5H10N2 at a distorted geometry, with properties calculated with ωB97M-V/def2-TZVPD.

The total energy is -305.9374 a.u. For the frontier orbital gap, the calculation gives 0.3906 hartree. The spin multiplicity is 1. The value obtained for the HOMO energy is -9.41 eV. Its LUMO energy is 0.0448 Ha. For the energy above the lowest of the compared OMol25 structures with the same formula, charge and spin, the calculation gives 54.2 kcal per mole. The structure (SMILES) is C[C@H]1N[C@H]1[C@H]1CN1.

Last column: Mulliken charge in e.
Element x y z (Å)
C 0.68944 -0.91028 -1.75263  -1.30
C 0.29191 0.51795 -1.46127  0.06
N -1.03433 0.85185 -0.92279  -0.68
C 0.15050 1.03917 -0.08010  -0.23
C 0.39392 0.22061 1.14440  0.03
C -0.54431 0.21486 2.26622  -0.35
N -0.38738 -1.01781 1.49981  -0.62
H 0.17768 -1.28300 -2.64800  0.33
H 0.46040 -1.58189 -0.91914  0.37
H 1.76769 -0.97427 -1.93907  0.30
H 0.61567 1.22861 -2.22190  0.38
H -1.52923 -0.00535 -0.67531  0.26
H 0.38756 2.08916 0.08600  0.39
H 1.37180 -0.20066 1.37879  0.36
H -0.20411 0.16933 3.29576  0.26
H -1.46045 0.77665 2.11125  0.23
H -1.14676 -1.13492 0.83799  0.23


- What is the formula in the seventh record?
  C5H10N2